No. 1
153
Properties=species:S:1:pos:R:3 method="wB97M-V/def2-TZVPD" max_force_ha_per_bohr=0.02259 charge=+3 e_lumo_ev="-7.41 / -10.33" homo_energy_ev="-14.93 / -14.92" multiplicity=5 homo_lumo_gap_ev="7.513 / 4.589"
Os -0.1180 0.3167 0.0736
O 2.1935 -0.0562 -1.0102
C 2.9446 1.2061 -1.0219
C 2.0662 2.3231 -0.4603
O 2.3445 3.4813 -0.5085
O 0.9051 1.9591 0.1424
C 4.1774 1.0200 -0.1284
C 4.7037 2.0572 0.6314
C 5.8649 1.8590 1.3702
C 6.5127 0.6325 1.3605
C 5.9967 -0.4044 0.5943
C 4.8416 -0.2060 -0.1490
C 3.3461 1.5130 -2.4734
C 3.1732 0.5576 -3.4668
C 3.6319 0.7893 -4.7623
C 4.2674 1.9791 -5.0694
C 4.4454 2.9320 -4.0766
C 3.9910 2.7053 -2.7854
H 2.6645 -0.6095 -0.3649
H 4.2184 3.0239 0.6544
H 6.2697 2.6799 1.9498
H 7.4236 0.4911 1.9287
H 6.5126 -1.3567 0.5485
H 4.5019 -1.0050 -0.7987
H 2.6970 -0.3834 -3.2322
H 3.5040 0.0303 -5.5252
H 4.6228 2.1662 -6.0743
H 4.9482 3.8631 -4.3059
H 4.1283 3.4664 -2.0290
C 0.6642 -3.9669 -0.9880
C -0.7369 -3.5861 -0.5274
As -1.4419 -1.7316 -0.6081
C -3.1607 -2.2837 0.0391
C -3.5480 -1.8983 1.3197
C -4.7310 -2.3801 1.8579
C -5.5261 -3.2483 1.1186
C -5.1307 -3.6446 -0.1516
C -3.9412 -3.1730 -0.6942
C -1.4409 -1.4462 -2.5203
C -0.2066 -1.1236 -3.0929
C -0.0978 -0.9280 -4.4635
C -1.2229 -1.0533 -5.2680
C -2.4527 -1.3662 -4.7010
C -2.5665 -1.5639 -3.3317
As 2.0792 -3.3322 0.1775
C 3.6954 -3.9431 -0.5655
C 4.7496 -4.3449 0.2801
C 5.9034 -4.8468 -0.2808
C 6.0316 -4.9154 -1.6711
C 4.9988 -4.4889 -2.5105
C 3.8409 -3.9770 -1.9672
C 1.8547 -4.1683 1.8841
C 1.1150 -5.3454 2.0015
C 1.0303 -5.9670 3.2405
C 1.6693 -5.4168 4.3457
C 2.3965 -4.2373 4.2219
C 2.4810 -3.5991 2.9928
H 0.8536 -3.6407 -2.0090
H 0.7918 -5.0497 -0.9592
H -0.8886 -3.9220 0.4992
H -1.4745 -4.0939 -1.1437
H -2.9404 -1.2031 1.8846
H -5.0380 -2.0786 2.8523
H -6.4529 -3.6197 1.5351
H -5.7434 -4.3317 -0.7229
H -3.6379 -3.5182 -1.6719
H 0.6793 -1.0166 -2.4829
H 0.8603 -0.6677 -4.8967
H -1.1451 -0.8986 -6.3365
H -3.3323 -1.4533 -5.3274
H -3.5384 -1.7751 -2.9104
H 4.6426 -4.3047 1.3556
H 6.7079 -5.1925 0.3560
H 6.9476 -5.2980 -2.1046
H 5.1082 -4.5581 -3.5851
H 3.0515 -3.6295 -2.6212
H 0.6286 -5.8034 1.1511
H 0.4708 -6.8895 3.3372
H 1.6037 -5.9137 5.3054
H 2.9012 -3.8177 5.0823
H 3.0304 -2.6686 2.9004
C -0.5012 -2.6406 3.2047
N -0.2708 -1.4558 4.0291
C -1.1320 -1.3808 5.2223
C 0.6157 -0.5100 3.7199
S 1.2611 -0.2530 2.1100
N 1.1170 0.2869 4.6654
C 1.4382 -0.1951 6.0234
C 1.6745 1.6205 4.3710
H 0.0342 -3.5013 3.6137
H -0.1628 -2.4674 2.1896
H -1.5651 -2.8615 3.2072
H -2.1406 -1.6570 4.9203
H -1.1544 -0.3692 5.6087
H -0.8087 -2.0677 6.0033
H 1.3332 -1.2724 6.0840
H 0.8179 0.2840 6.7794
H 2.4780 0.0620 6.2204
H 1.2486 2.0241 3.4595
H 2.7601 1.5719 4.2716
H 1.4220 2.2735 5.2056
C -5.9782 1.6785 -1.6990
C -4.9599 1.2514 -2.7561
C -3.5414 1.7661 -2.4228
C -3.3775 1.9905 -0.9028
C -4.1164 0.8691 -0.1800
C -5.6350 1.0505 -0.3357
P -1.6500 2.2066 -0.3795
C -1.6506 3.1543 1.2055
C -2.7681 4.2294 1.3173
C -3.9405 3.7326 2.1634
C -3.4947 3.5152 3.6206
C -2.0306 3.0421 3.6964
C -1.6506 2.2394 2.4535
C -0.8456 3.3131 -1.6004
C -0.3254 2.5944 -2.8595
C 0.6505 3.5172 -3.6069
C 0.1742 4.9864 -3.5867
C -1.3338 5.0783 -3.3586
C -1.7133 4.5514 -1.9634
H -6.9813 1.3850 -2.0027
H -5.9845 2.7701 -1.6227
H -5.2547 1.6223 -3.7377
H -4.9582 0.1583 -2.8229
H -3.3482 2.6895 -2.9673
H -2.8043 1.0359 -2.7600
H -3.8408 2.9377 -0.6203
H -3.8457 0.7942 0.8750
H -3.8215 -0.0601 -0.6539
H -6.0206 1.6776 0.4720
H -6.1192 0.0747 -0.2360
H -0.6843 3.6601 1.1639
H -3.1029 4.5786 0.3437
H -2.3289 5.1034 1.8050
H -4.3274 2.7979 1.7463
H -4.7582 4.4519 2.1243
H -4.1498 2.7842 4.0984
H -3.6024 4.4452 4.1803
H -1.8740 2.4417 4.5957
H -1.3574 3.9007 3.7723
H -2.3618 1.4098 2.3355
H -0.6583 1.8044 2.5686
H 0.0299 3.6706 -1.0679
H -1.1558 2.3189 -3.5089
H 0.1847 1.6638 -2.5911
H 0.7496 3.1647 -4.6352
H 1.6393 3.4468 -3.1511
H 0.4419 5.4772 -4.5204
H 0.6862 5.5343 -2.7906
H -1.8602 4.5119 -4.1328
H -1.6693 6.1114 -3.4435
H -2.7816 4.3361 -1.9423
H -1.5294 5.3331 -1.2249


No. 2
159
Properties=species:S:1:pos:R:3 method="wB97M-V/def2-TZVPD" max_force_ha_per_bohr=0.06849 e_lumo_ev=0.59 homo_energy_ev=-9.19 homo_lumo_gap_ev=9.780 e_above_lowest_kcal_mol=22.5 smiles=c1ccncc1.c1ccncc1.c1ccncc1.c1ccncc1.c1ccncc1.c1ccncc1.c1ccncc1.c1ccncc1.c1ccncc1.CCCCCC.CCCCCC.CCCCCC
C 4.3167 -2.6130 2.3459
C 3.7636 -1.1416 2.2746
C 3.2648 -0.5621 3.6130
C 2.1696 -1.3108 4.2771
C 1.0788 -1.7168 3.3517
C -0.2156 -2.3908 4.0032
H 3.7092 -3.2411 2.9424
H 5.3361 -2.5548 2.7828
H 4.4720 -3.0786 1.3628
H 4.5105 -0.5207 1.8057
H 2.9991 -0.9784 1.5651
H 2.9133 0.4612 3.4256
H 4.1221 -0.3725 4.2432
H 2.4910 -2.2318 4.7964
H 1.6989 -0.7022 5.0325
H 0.6918 -0.8653 2.7891
H 1.3746 -2.3504 2.5082
H -0.8839 -1.6262 4.4216
H -0.8267 -3.0083 3.2753
H 0.1121 -3.1265 4.7753
C 2.8883 -3.8052 -2.6390
C 3.2268 -5.3555 -2.6337
C 2.0068 -6.2769 -2.6958
C 1.1288 -6.3290 -1.4130
C 0.1073 -7.4061 -1.4124
C -0.8186 -7.4159 -0.1484
H 3.8156 -3.1993 -2.5150
H 2.3012 -3.6135 -1.7705
H 2.3976 -3.4429 -3.5084
H 3.8610 -5.5700 -3.4691
H 3.7686 -5.5849 -1.7363
H 2.4410 -7.2450 -2.7599
H 1.4312 -6.0077 -3.6298
H 1.6502 -6.4408 -0.5051
H 0.5938 -5.3858 -1.2706
H -0.5365 -7.2878 -2.3020
H 0.6231 -8.3920 -1.3882
H -0.8974 -6.4047 0.3475
H -1.7900 -7.7926 -0.3155
H -0.2868 -8.0267 0.5226
C 0.3874 1.7791 5.6774
C -0.8598 1.6075 4.7273
C -1.0993 2.7592 3.7528
C -2.1178 2.4696 2.7330
C -2.3214 3.6333 1.8007
C -3.5966 3.4497 0.9973
H 1.2734 2.0593 5.1520
H 0.7034 0.8100 6.1362
H 0.2170 2.5428 6.4437
H -0.7085 0.6767 4.1683
H -1.6848 1.5372 5.4787
H -0.1375 3.0232 3.3587
H -1.3617 3.7303 4.2414
H -1.9424 1.4827 2.1925
H -3.0059 2.2014 3.3175
H -2.4559 4.4993 2.4301
H -1.4210 3.8476 1.1587
H -3.6697 2.4098 0.5532
H -4.4507 3.5634 1.6073
H -3.6290 4.0983 0.1219
N -2.6229 0.9501 -4.3846
C -3.1299 1.9563 -5.1838
C -3.1173 3.3140 -4.6794
C -2.6239 3.6074 -3.4033
C -2.1566 2.5694 -2.6057
C -2.2403 1.2906 -3.1701
H -3.6661 1.6173 -6.0819
H -3.3618 4.0954 -5.3204
H -2.6312 4.6126 -2.9371
H -1.8284 2.7192 -1.5741
H -1.9270 0.4098 -2.6642
N -3.5330 -2.3858 1.1761
C -3.5075 -1.0972 1.5683
C -3.6435 -0.6855 2.8742
C -4.1151 -1.6485 3.7430
C -4.2133 -2.9913 3.3539
C -3.8889 -3.3309 2.0681
H -3.2508 -0.4110 0.7777
H -3.4079 0.3465 3.2239
H -4.3436 -1.3792 4.7565
H -4.5088 -3.7445 4.0264
H -3.9285 -4.3289 1.5899
N 2.9191 -0.0040 -4.0619
C 1.6073 -0.1936 -4.2473
C 0.7342 0.6362 -4.9167
C 1.2610 1.8290 -5.4502
C 2.6199 2.0001 -5.3782
C 3.4267 1.1001 -4.6970
H 1.2482 -1.0562 -3.6674
H -0.3566 0.4199 -4.9505
H 0.6896 2.4823 -6.0184
H 3.0907 2.9001 -5.7721
H 4.5022 1.2421 -4.6999
N -7.2466 0.0878 0.3760
C -6.2502 -0.1363 -0.4964
C -5.8926 0.7641 -1.4940
C -6.5761 2.0329 -1.5177
C -7.6320 2.2327 -0.6363
C -7.9419 1.2022 0.2085
H -5.5973 -1.0050 -0.3876
H -5.1118 0.4632 -2.1310
H -6.3236 2.7931 -2.2698
H -8.2985 3.0760 -0.5846
H -8.8283 1.3645 0.8327
N -0.1723 5.5561 -1.8882
C 0.5212 4.9752 -0.8242
C 1.7404 4.2532 -0.9226
C 2.1633 3.9957 -2.2585
C 1.4560 4.4678 -3.3310
C 0.2704 5.2235 -3.1209
H 0.1506 5.2715 0.1296
H 2.2848 3.9142 -0.0668
H 2.9828 3.3668 -2.4460
H 1.7418 4.1725 -4.3074
H -0.3457 5.6597 -3.9060
N 4.5911 0.9149 -0.5700
C 5.3045 1.5580 0.4047
C 6.6007 1.3006 0.7420
C 7.1808 0.2257 -0.0379
C 6.4992 -0.4146 -0.9753
C 5.1777 -0.0167 -1.2308
H 4.6975 2.3310 0.8038
H 7.1830 1.7590 1.4913
H 8.2083 -0.0183 0.1247
H 6.9776 -1.2077 -1.5728
H 4.6262 -0.3867 -2.1275
N 3.3677 4.4556 4.3004
C 2.5378 4.0591 3.3348
C 1.5039 4.8439 2.7804
C 1.4325 6.1335 3.3511
C 2.2458 6.6099 4.3681
C 3.2028 5.6660 4.7954
H 2.7240 3.0455 2.9420
H 0.7435 4.4017 2.0933
H 0.6597 6.8263 2.9437
H 2.0166 7.5751 4.9425
H 3.8937 5.9643 5.6023
N -0.8205 -0.0922 0.2240
C 0.1416 0.8134 -0.1913
C 1.3577 0.4467 -0.7303
C 1.6799 -0.8956 -0.8845
C 0.6484 -1.7929 -0.5859
C -0.5223 -1.3473 0.0312
H -0.1388 1.8607 -0.0557
H 2.0318 1.3090 -0.9803
H 2.6365 -1.1661 -1.3692
H 0.7579 -2.8536 -0.7690
H -1.3965 -1.9889 0.1470
N -1.9037 -4.6300 -2.0704
C -1.5990 -4.4167 -3.3793
C -2.1220 -3.3807 -4.1224
C -3.0746 -2.5575 -3.5589
C -3.3604 -2.7336 -2.2018
C -2.7327 -3.7912 -1.4586
H -0.9494 -5.2113 -3.8155
H -1.8977 -3.2468 -5.1944
H -3.5197 -1.7670 -4.1243
H -3.9997 -2.0421 -1.6981
H -2.9109 -3.9828 -0.3679


no.,energy (eV)
1,-219996.6306
2,-80148.9231